1.
DFT (ωB97M-V/def2-TZVPD) results for a single C3H4S3 molecule in a non-equilibrium geometry.

The geometry in ORCA input format:
```
! RIJCOSX wB97M-V def2-TZVPD def2/J DEFGRID3
* xyz 0 1
C -2.272 0.103 -0.140
C 1.596 -0.444 -0.388
S -0.967 1.266 -0.279
H 1.074 -1.093 -0.966
S 3.244 -0.327 -0.194
H 1.345 1.246 0.743
H -3.207 0.655 -0.495
S -1.761 -1.480 -0.100
C 0.625 0.357 0.490
H 0.323 -0.283 1.329
*
```

**Kohn-Sham gap**: 0.2939 Ha
**Lowest unoccupied orbital energy**: -0.89 eV
**Molecular weight**: 136.27 g/mol
**SMILES**: S=CCSC=S
**ΔE to the lowest compared entry with this formula, charge and spin**: 255.8 kJ/mol
**Maximum force**: 3.78 eV/A
**E_HOMO**: -8.884 eV
**Calculated total energy**: -1311.17264 Eh

2.
DFT (ωB97M-V/def2-TZVPD) results for a molecular structure, C46H39BrN5O3S2W in a non-equilibrium geometry.

The geometry in ORCA input format:
```
! RIJCOSX wB97M-V def2-TZVPD def2/J DEFGRID3
* xyz 1 1
C 0.850 2.051 3.764
C 0.487 -4.559 -0.516
H 4.398 2.736 -1.584
H -0.982 0.361 4.224
C -3.417 -0.969 2.329
H -0.685 2.896 -2.800
C 2.001 2.256 -3.916
C -0.931 -1.045 2.604
O 0.732 1.216 -1.784
H 2.255 3.621 4.162
C 1.729 2.078 1.193
C 2.182 -2.511 4.309
C -0.620 -5.347 -2.479
H 3.017 3.687 1.805
N 0.763 1.218 1.520
H -1.010 7.030 -1.847
S 2.519 -1.548 0.532
H 2.170 4.728 -0.193
H 2.999 -2.199 4.943
C 1.063 -4.216 3.062
C 2.787 2.380 -5.047
H 1.292 -0.574 4.288
C -4.939 -2.057 3.812
C -4.965 -0.355 -1.115
C 2.379 2.013 -0.158
N 0.079 -3.317 -0.771
C 2.108 -3.825 3.881
W -0.535 -1.337 -0.518
C -0.965 4.966 -2.409
C -2.565 -2.295 4.131
C 2.542 2.395 -2.641
C -1.320 1.541 -0.579
C -4.987 0.920 -0.521
C 1.582 2.330 -1.437
H -1.827 5.031 -3.055
H 3.235 2.683 -0.112
H 1.077 -4.711 0.379
H -5.948 -2.291 4.113
C -3.867 -2.575 4.518
C 1.214 -1.591 3.937
H -3.231 -0.355 1.457
H -5.879 -0.878 -1.342
O -1.000 -6.299 -3.325
N 1.212 -1.228 -1.570
C 3.906 2.643 -2.538
H 2.762 0.996 -0.285
C 0.608 5.980 -0.921
C 1.831 2.958 3.423
C 4.693 2.780 -3.670
H 0.495 1.978 4.780
H -3.723 -1.923 -1.835
H 0.453 -6.615 -1.095
C -3.805 1.577 -0.306
H 0.970 6.849 -0.394
C -3.753 -0.944 -1.377
H -0.724 -3.620 2.062
H -0.719 -7.176 -3.024
H 2.334 2.262 -6.019
C -0.683 -2.999 -1.870
S 3.832 -1.137 -2.188
C 0.316 1.229 2.775
C -2.584 0.932 -0.614
C 2.255 2.987 2.110
H -1.185 2.587 -0.345
H 2.147 -0.483 -3.746
H -1.757 0.911 2.731
C 2.416 -1.295 -1.196
C -0.875 0.400 3.138
H 5.748 2.985 -3.560
C -4.714 -1.242 2.716
N -0.317 0.732 -0.984
O -0.788 -1.033 1.199
C -0.307 3.759 -2.272
H 2.881 -2.060 -4.189
H -5.537 -0.827 2.154
H -1.625 -3.848 -3.618
C 1.279 4.775 -0.796
H 0.953 2.038 -4.031
Br -2.692 -3.281 0.328
C -1.019 -4.024 -2.739
H 0.980 -5.246 2.744
C 0.167 -1.975 3.112
C 0.146 -5.610 -1.338
C 0.109 -3.296 2.668
H 3.768 -0.544 -4.492
H -3.769 2.580 0.095
C 3.068 -1.050 -3.835
C 4.136 2.664 -4.930
H 4.744 2.801 -5.810
C -0.506 6.084 -1.734
N -2.562 -0.384 -1.080
H -1.736 -2.712 4.682
H 2.853 -4.541 4.189
H -5.927 1.381 -0.264
C 0.824 3.647 -1.465
C -2.333 -1.500 3.021
H -4.036 -3.201 5.381
*
```

**Kohn-Sham gap (spin up / spin down)**: 0.1690 / 0.1686 Ha
**Lowest unoccupied orbital energy (spin up / spin down)**: -5.11 / -5.11 eV
**Molecular weight**: 1037.73 g/mol
**ΔE to the lowest compared entry with this formula, charge and spin**: 664.3 kJ/mol
**Maximum force**: 5.80 eV/A
**E_HOMO (spin up / spin down)**: -9.706 / -9.697 eV
**Calculated total energy**: -5712.96974 Eh

3.
DFT (ωB97M-V/def2-TZVPD) results for a single C18H34O3 molecule.

The geometry in ORCA input format:
```
! RIJCOSX wB97M-V def2-TZVPD def2/J DEFGRID3
* xyz 0 1
H -1.117 -3.158 1.417
C -2.859 -2.055 -2.152
H -1.562 1.377 0.703
H 3.081 1.113 0.160
H -0.515 -1.467 -1.046
H -1.744 -1.050 0.150
H 0.759 2.315 0.573
C -0.735 2.436 -0.971
H -1.067 3.153 -1.725
C 0.421 -1.684 1.648
C 2.396 -0.128 1.806
C -4.191 0.993 0.083
H -2.263 2.973 0.448
C 1.514 -0.950 0.872
H -2.291 -2.055 -3.074
C -3.996 -1.374 -2.110
H -4.330 -0.867 -3.008
C 0.436 3.027 -0.190
H -6.182 0.211 0.011
H 2.122 -1.676 0.331
H 0.238 -3.360 0.307
C -1.908 2.075 -0.064
H 1.935 2.484 -1.650
H -3.448 2.158 -1.566
H -0.236 -0.951 2.122
C -2.207 -2.791 -1.020
H 1.789 0.609 2.335
H 0.886 -2.272 2.444
H 1.337 4.133 -1.814
H -1.681 -3.663 -1.415
H -3.782 0.368 0.881
C 1.614 3.365 -1.095
C -4.934 -1.236 -0.953
H 5.114 -1.640 -0.548
H 4.774 1.347 2.343
H -0.401 1.538 -1.497
H -5.858 -1.765 -1.212
H -2.685 0.579 -1.397
C -1.202 -1.880 -0.305
C 3.499 0.662 1.065
O 4.374 -1.034 -0.375
C -3.059 1.439 -0.841
O 5.638 -0.372 1.343
C -5.299 0.220 -0.633
H -4.522 -1.704 -0.059
O 4.008 1.696 1.863
H -5.569 0.740 -1.555
H -2.949 -3.146 -0.304
H 1.060 -0.282 0.140
C -0.415 -2.620 0.774
C 4.624 -0.287 0.698
H -4.625 1.878 0.556
H 2.861 -0.773 2.557
H 0.107 3.932 0.326
H 2.454 3.728 -0.508
*
```

**Kohn-Sham gap**: 0.3529 Ha
**Lowest unoccupied orbital energy**: 0.59 eV
**Molecular weight**: 298.47 g/mol
**SMILES**: CCCCCCCC/C=C\CCCCCC[C@@H](O)C(=O)O
**ΔE to the lowest compared entry with this formula, charge and spin**: 90.0 kJ/mol
**Maximum force**: 0.64 eV/A
**E_HOMO**: -9.011 eV
**Calculated total energy**: -931.99380 Eh

4.
DFT (ωB97M-V/def2-TZVPD) results for a molecular structure, C28H24I2N5O8P2S4Ti.

The geometry in ORCA input format:
```
! RIJCOSX wB97M-V def2-TZVPD def2/J DEFGRID3
* xyz -1 1
O -1.758 1.107 0.294
C -3.308 5.948 -3.559
C 1.269 3.256 -0.632
C 1.370 -0.435 -3.197
C -3.301 -3.796 1.532
I -3.129 -1.146 -1.243
O 0.049 -4.927 0.328
H -4.322 0.587 1.299
P -1.610 -1.700 2.271
C 1.626 0.804 -3.676
O -2.893 -1.086 2.626
C 1.939 1.021 0.007
H 2.544 4.807 0.152
N 4.059 1.613 -4.017
C 5.079 -3.992 2.505
H 1.990 -2.199 0.469
C 3.051 1.491 0.709
O -0.756 -1.942 3.627
N 1.563 -0.281 -0.043
H 5.074 -5.069 2.588
C -1.821 -3.445 1.618
O -0.171 -2.548 -0.498
H -3.740 6.882 -3.880
H -4.818 4.494 -4.061
S 5.757 -1.547 2.718
H -4.286 2.217 2.019
H -0.858 1.293 2.546
C 0.234 4.061 -1.239
H -1.541 1.572 -2.582
C -2.977 3.701 -3.128
C -0.579 2.017 -2.351
H -2.509 -3.633 -1.421
C 6.045 -3.202 3.041
C 4.313 -1.898 1.839
S 0.386 1.983 -4.031
H 0.185 5.121 -1.018
C 2.388 3.735 0.100
O -1.141 -4.374 2.505
C 2.324 -1.173 0.542
I -6.626 -1.955 -0.265
C -3.843 4.701 -3.646
H -0.132 -5.253 1.230
N 3.320 -2.013 -2.548
H -3.855 -3.119 0.879
H -1.497 -4.254 3.393
C 2.980 1.246 -3.858
H -3.239 2.653 -3.097
C 3.263 2.900 0.735
N -1.796 1.658 2.469
C -0.696 3.482 -2.019
O -0.633 -0.975 1.332
C -3.892 1.591 1.220
S -1.750 5.921 -2.851
H 0.159 -2.183 3.437
S -0.239 -1.095 -2.961
H -3.425 -4.820 1.181
C 3.845 0.507 1.327
C -2.411 1.432 1.296
H -4.168 1.992 0.247
O -1.923 -4.317 -1.030
C 3.507 -0.828 1.233
H 4.115 3.296 1.272
C -1.801 4.205 -2.643
N 0.077 1.264 -1.354
Ti -0.587 -0.497 -0.615
C 4.090 -3.246 1.810
C 2.469 -1.295 -2.841
H -2.361 1.606 3.300
H 6.914 -3.496 3.606
P -0.918 -3.727 0.015
H -3.746 -3.688 2.523
H 4.733 0.805 1.874
C 1.082 1.887 -0.704
H 3.258 -3.704 1.296
*
```

**Kohn-Sham gap**: 0.1708 Ha
**Lowest unoccupied orbital energy**: 0.67 eV
**Molecular weight**: 1050.42 g/mol
**ΔE to the lowest compared entry with this formula, charge and spin**: 11.1 kJ/mol
**Maximum force**: 0.87 eV/A
**E_HOMO**: -3.976 eV
**Calculated total energy**: -5677.93262 Eh

5.
DFT (ωB97M-V/def2-TZVPD) results for 7 unconnected molecules or ions with the total composition C5H24N2O6.

The geometry in ORCA input format:
```
! RIJCOSX wB97M-V def2-TZVPD def2/J DEFGRID3
* xyz 2 1
H 1.761 -3.990 -0.866
H 0.993 1.811 1.792
H -3.806 2.283 0.280
O -3.307 1.699 -0.313
H 1.236 -0.231 0.581
H 1.068 4.625 -1.215
O 0.525 1.199 3.402
H -1.086 1.118 0.822
H 1.359 0.658 -0.932
H -3.857 1.610 -1.092
H 1.484 -3.082 0.342
H 0.999 2.749 0.386
C -2.202 -1.173 0.442
H 0.702 0.299 3.688
H 1.728 -0.383 -3.612
H 0.418 1.728 4.202
O 0.989 0.097 -3.228
H 2.369 1.902 0.829
H 1.172 -3.366 2.670
H -2.623 -0.622 1.265
H -0.180 -0.820 -2.110
H 2.606 -3.054 2.417
O 1.256 -3.207 -0.618
H -1.305 -3.274 -0.864
H -2.700 -2.114 0.249
H 0.665 0.704 -3.895
N -0.688 -1.400 -1.426
C -1.212 -0.683 -0.289
H -0.376 -3.114 -2.483
C -0.792 -2.667 -1.593
O 1.721 -2.812 2.097
N 1.352 1.871 0.820
H -0.943 1.386 -0.847
H -0.125 4.769 -0.291
C 0.902 0.666 0.053
C -0.626 0.680 -0.065
O 0.520 4.136 -0.598
*
```

**Kohn-Sham gap**: 0.3574 Ha
**Lowest unoccupied orbital energy**: -6.26 eV
**Molecular weight**: 208.26 g/mol
**ΔE to the lowest compared entry with this formula, charge and spin**: 0.0 kJ/mol
**Maximum force**: 0.88 eV/A
**E_HOMO**: -15.987 eV
**Calculated total energy**: -765.31401 Eh

6.
DFT (ωB97M-V/def2-TZVPD) results for 6 unconnected molecules or ions with the total composition C13H19Br2Cl15NO2 in a non-equilibrium geometry.

The geometry in ORCA input format:
```
! RIJCOSX wB97M-V def2-TZVPD def2/J DEFGRID3
* xyz -1 1
H -1.504 0.990 0.366
Cl -8.243 3.649 -2.265
H 1.564 -1.563 -3.776
Cl 0.685 0.662 4.602
C 4.636 -0.398 -6.361
H -2.851 -1.093 1.676
C -4.952 3.303 -0.265
O 1.415 -2.210 1.813
H 2.540 -3.020 -3.873
H -1.651 -0.829 -0.686
C 6.697 0.444 6.455
H -8.675 5.916 -2.660
H 2.037 0.035 2.799
C 1.632 -2.600 -3.459
C -1.810 -0.897 1.448
H 1.616 -3.670 -1.648
C 1.617 -2.629 -1.933
Cl 6.145 -0.562 7.795
Cl 3.872 -1.674 -7.319
Cl -3.272 3.831 -0.185
Cl 4.095 1.194 -6.909
C -8.171 5.368 -1.876
H 5.704 -0.459 -6.516
H 5.956 0.390 5.667
H -0.356 -4.090 -0.677
C -0.079 -2.157 -0.037
H -0.496 -3.902 0.978
Cl -8.994 5.701 -0.353
H 0.748 -3.091 -3.854
Cl 3.261 -0.672 4.686
Cl 6.845 2.129 6.959
C -1.528 -1.564 0.096
Cl 4.310 -0.621 -4.649
Cl -5.789 3.635 1.256
Br -2.963 -2.888 -0.256
C -1.687 0.636 1.373
H -0.935 1.031 2.044
Cl -5.044 1.591 -0.667
Cl -6.494 5.917 -1.814
H -0.429 -2.153 -2.129
O 1.034 -0.221 0.895
H -5.445 3.869 -1.045
H -1.236 -1.319 2.266
C 0.885 -1.470 0.976
H -2.638 1.075 1.673
C 0.394 -1.862 -1.471
N -0.037 -3.594 0.139
Cl 8.232 -0.152 5.816
Br 3.297 -1.804 -1.334
Cl 3.054 2.013 3.598
H 0.576 -0.797 -1.588
C 2.234 0.454 3.790
*
```

**Kohn-Sham gap**: 0.2497 Ha
**Lowest unoccupied orbital energy**: 1.69 eV
**Molecular weight**: 912.90 g/mol
**Maximum force**: 1.32 eV/A
**E_HOMO**: -5.109 eV
**Calculated total energy**: -12762.96959 Eh

7.
DFT (ωB97M-V/def2-TZVPD) results for a single C5H6OS2 molecule in a non-equilibrium geometry.

The geometry in ORCA input format:
```
! RIJCOSX wB97M-V def2-TZVPD def2/J DEFGRID3
* xyz 0 1
S 0.722 1.497 -0.780
C 1.419 0.450 0.608
H -0.944 0.015 1.350
O -1.654 -1.436 0.085
C -0.606 -0.748 0.695
H -0.318 -1.020 -1.455
H 1.277 1.000 1.526
C 0.856 -0.972 0.748
H 2.519 0.407 0.412
H -1.321 1.220 -2.015
C -1.042 0.958 -0.975
H -1.722 1.475 -0.296
C -0.916 -0.518 -0.705
S 1.730 -2.327 0.803
*
```

**Kohn-Sham gap**: 0.3116 Ha
**Lowest unoccupied orbital energy**: -0.31 eV
**Molecular weight**: 146.24 g/mol
**SMILES**: S=C1CSC[C@@H]2O[C@@H]12
**ΔE to the lowest compared entry with this formula, charge and spin**: 264.8 kJ/mol
**Maximum force**: 1.25 eV/A
**E_HOMO**: -8.789 eV
**Calculated total energy**: -1065.62788 Eh

8.
DFT (ωB97M-V/def2-TZVPD) results for 2 unconnected molecules or ions with the total composition C10H16 in a non-equilibrium geometry.

The geometry in ORCA input format:
```
! RIJCOSX wB97M-V def2-TZVPD def2/J DEFGRID3
* xyz 1 2
C -1.991 -0.537 -0.966
H 0.236 0.109 0.750
C 0.093 -0.939 -2.740
H 1.104 2.159 2.183
H -2.198 0.215 1.001
H 1.471 1.176 0.015
H 3.538 1.666 2.108
C -2.819 -0.156 0.172
H -0.593 0.868 -3.730
C 1.231 0.470 0.804
H -1.406 -2.424 -0.091
H 0.781 0.635 2.908
C 2.862 1.030 2.699
C -1.821 0.324 -2.101
C -0.185 -1.920 -1.744
H -3.294 -1.038 0.611
C -1.208 -1.720 -0.881
H 3.034 1.275 3.746
H -3.533 0.632 -0.064
H -2.465 1.179 -2.276
H 1.812 -0.454 0.784
H 0.443 -2.783 -1.554
C -0.726 0.184 -2.902
H 3.296 0.038 2.535
C 1.443 1.120 2.176
H 0.895 -1.111 -3.444
*
```

**Kohn-Sham gap (spin up / spin down)**: 0.3479 / 0.2125 Ha
**Lowest unoccupied orbital energy (spin up / spin down)**: -4.43 / -8.12 eV
**Molecular weight**: 136.24 g/mol
**ΔE to the lowest compared entry with this formula, charge and spin**: 17.7 kJ/mol
**Maximum force**: 1.48 eV/A
**Expectation value of S²**: 0.77
**E_HOMO (spin up / spin down)**: -13.898 / -13.899 eV
**Calculated total energy**: -390.30313 Eh

9.
DFT (ωB97M-V/def2-TZVPD) results for 2 unconnected molecules or ions with the total composition C10H15N2O2 in a non-equilibrium geometry.

The geometry in ORCA input format:
```
! RIJCOSX wB97M-V def2-TZVPD def2/J DEFGRID3
* xyz 1 1
H -0.724 -1.488 1.186
O -0.816 2.410 -1.300
H -3.545 0.479 0.057
H 4.685 1.786 0.728
H -1.643 -1.489 -1.311
C -0.271 0.937 0.419
N -0.220 2.241 -0.258
H -2.428 1.828 0.799
C 2.016 -0.766 -0.552
H 2.332 2.165 1.161
H -0.237 1.054 1.439
C 4.299 -0.170 -0.128
H -2.728 1.621 -0.964
C 2.556 1.309 0.638
C -2.564 1.053 -0.028
C -1.588 -0.957 1.032
H 3.632 -2.087 -1.030
H -1.889 0.095 -2.022
C 3.307 -1.089 -0.544
H 5.389 -0.271 -0.334
C 3.939 0.997 0.441
H -0.241 -0.352 -1.590
C 1.719 0.396 0.151
O 0.427 3.091 0.316
H -2.126 -0.612 1.882
H 1.184 -1.300 -0.897
C -1.315 -0.485 -1.332
N -1.396 0.137 0.079
H -2.486 -1.591 0.650
*
```

**Kohn-Sham gap**: 0.3485 Ha
**Lowest unoccupied orbital energy**: -3.86 eV
**Molecular weight**: 195.24 g/mol
**ΔE to the lowest compared entry with this formula, charge and spin**: 605.7 kJ/mol
**Maximum force**: 5.27 eV/A
**E_HOMO**: -13.345 eV
**Calculated total energy**: -649.54036 Eh

10.
DFT (ωB97M-V/def2-TZVPD) results for 3 unconnected molecules or ions with the total composition C4H9I2N2 in a non-equilibrium geometry.

The geometry in ORCA input format:
```
! RIJCOSX wB97M-V def2-TZVPD def2/J DEFGRID3
* xyz 1 1
N 0.125 0.070 -1.663
C 1.699 -0.247 1.134
H 2.669 -2.089 0.835
H -0.632 1.195 -1.084
H 0.807 -1.992 0.409
H -2.168 1.357 -0.155
H -2.288 1.343 -1.775
C 2.608 0.587 0.836
C 1.674 -1.753 1.079
I 4.292 0.141 -0.424
H -1.658 2.664 -1.143
C 1.071 -0.552 -1.800
N -1.716 1.648 -1.052
H 2.389 1.652 0.804
I -0.009 0.509 2.160
H 1.317 -2.224 2.010
H 1.914 -1.138 -1.810
*
```

**Kohn-Sham gap**: 0.3338 Ha
**Lowest unoccupied orbital energy**: -3.33 eV
**Molecular weight**: 338.94 g/mol
**ΔE to the lowest compared entry with this formula, charge and spin**: 107.2 kJ/mol
**Maximum force**: 4.36 eV/A
**E_HOMO**: -12.409 eV
**Calculated total energy**: -862.39421 Eh